[1]
A structure of composition C15H26IO2P2STi, computed with ωB97M-V/def2-TZVPD.

LUMO energy (spin up / spin down)	-0.311 / -0.365	hartree
net charge	+2
frontier orbital gap (spin up / spin down)	6.69 / 4.73	eV
E_tot	-2965.10390	Ha
<S²>	0.833
molar mass	507.2	g/mol
multiplicity	2

Atoms and positions in Å:
C (0.05712, -0.23610, 2.66450)
H (3.01064, -2.61603, -0.78985)
C (-3.26643, -1.68833, -0.09714)
O (0.04025, 2.27089, 0.37837)
H (2.93370, 0.91881, 1.32003)
H (0.90487, -0.48033, -3.84706)
H (-2.86351, -1.93978, 0.89003)
H (0.00805, 0.71584, -4.78035)
H (0.17899, 2.20414, 5.64206)
C (0.02618, 1.22521, -0.14621)
C (0.00607, 0.15751, -3.83871)
H (2.91297, 2.01703, -0.07451)
H (4.33275, -1.63202, -0.07531)
H (4.29190, 0.13797, -2.25468)
H (-4.29158, 1.02954, 0.20316)
H (-0.89830, -0.47340, -3.84618)
H (4.32348, 0.93780, 0.19967)
C (1.29450, 0.10548, 3.22108)
H (2.30829, 1.33288, 4.66540)
H (-2.09899, -0.09870, 2.77970)
Ti (-0.00005, -0.56353, -1.03002)
H (-4.28065, 0.20757, -2.26338)
C (-3.19396, 1.11554, 0.23949)
C (-3.20284, 0.03379, -2.38755)
C (0.15154, 1.51774, 4.79798)
C (3.24668, -1.77794, -0.12564)
H (2.19283, -0.32853, 2.78782)
H (-2.75106, 0.89197, -2.89946)
O (0.01158, 2.33882, -2.81289)
H (-4.34574, -1.50772, -0.01546)
H (3.02757, -0.88418, -3.00664)
H (-2.89027, 2.09839, -0.14637)
C (3.22729, 1.02156, 0.26853)
C (3.20922, -0.00372, -2.37999)
C (-1.10158, 1.14698, 4.26897)
H (2.77889, 0.87993, -2.86707)
H (-2.87092, 1.04840, 1.28528)
I (-0.02636, -3.48820, -0.79203)
P (-2.43640, -0.20534, -0.75297)
P (2.44437, -0.26567, -0.74804)
H (-3.04752, -0.86750, -2.99073)
C (0.00890, 1.15440, -2.70623)
H (-3.07769, -2.53672, -0.76302)
C (1.34375, 1.01511, 4.26859)
H (-2.03640, 1.56499, 4.67051)
C (-1.15223, 0.23613, 3.21397)
H (2.86628, -2.02523, 0.87189)
S (-0.00719, -1.33282, 1.31425)



[2]
An isolated molecule of C15H26N2, computed with ωB97M-V/def2-TZVPD.

ΔE to the lowest compared entry with this formula, charge and spin	114.7	kJ/mol
LUMO energy	0.022	hartree
SMILES	CCCCCCCCCCC[C@@H](C#N)CC#N
frontier orbital gap	11.27	eV
E_tot	-696.62740	Ha
molar mass	234.4	g/mol

Atoms and positions in Å:
H (3.25173, -0.67788, 1.86009)
C (0.80589, 2.81553, 1.31263)
H (-0.16265, 1.58921, -2.30451)
H (0.34691, 0.81000, 0.83723)
H (1.66884, -1.15608, -0.68852)
H (2.45161, 1.34597, -0.27342)
H (2.61113, -2.36337, 0.10532)
H (0.12993, -3.92881, 1.00932)
H (1.58423, 3.39862, 1.76704)
C (-1.04467, -0.95999, -1.37235)
H (-2.94505, 2.69189, -1.88751)
H (-2.71422, -1.07254, -0.12679)
H (-1.52981, 3.53651, -2.51060)
H (0.37135, -3.20102, -0.53457)
H (3.85077, -0.46486, 0.26773)
H (0.67826, 3.05745, 0.26721)
C (2.94514, -0.42424, 0.85848)
H (3.19795, 1.62690, 1.26551)
C (1.11907, 1.31239, 1.39773)
H (1.28821, -2.35622, 2.08576)
C (-1.49325, -2.71426, 0.49406)
H (-0.43840, -0.42857, -0.65522)
C (-2.06343, 2.60284, -2.50293)
C (2.46525, 1.01185, 0.75589)
H (-2.79757, 0.14849, -2.00183)
H (0.19464, -1.15808, 1.46931)
N (1.12660, 0.44995, 3.86685)
C (1.13122, 0.89058, 2.78014)
H (-1.15484, 1.61852, -0.86842)
C (2.00503, -1.48502, 0.28490)
C (-1.74249, 0.10652, -2.23540)
C (-1.18039, 1.49090, -1.94908)
H (-2.67248, -2.31980, -1.32123)
H (-1.99956, -3.66442, 0.39508)
N (-1.47776, 3.18317, 2.51374)
H (-1.78460, -2.31935, 1.45385)
C (0.00037, -3.00665, 0.45951)
H (-1.59357, -0.09082, -3.28708)
H (-2.36239, 2.33635, -3.50430)
C (-0.45658, 3.06832, 1.95347)
H (-0.42067, -1.56245, -2.01491)
C (0.87002, -1.94883, 1.18174)
C (-2.05976, -1.78869, -0.60392)



[3]
An isolated molecule of C15H26O6, computed with ωB97M-V/def2-TZVPD.

ΔE to the lowest compared entry with this formula, charge and spin	3.5	kJ/mol
LUMO energy	0.028	hartree
SMILES	CCCC(=O)OCC(COC(=O)CCC)OC(=O)CCC
frontier orbital gap	11.00	eV
E_tot	-1038.65662	Ha
molar mass	302.4	g/mol

Atoms and positions in Å:
H (-6.18740, 0.57039, 0.12615)
C (1.98480, 3.14989, -0.20610)
O (2.85576, -0.30830, 1.05250)
H (-1.68653, 0.70978, -1.39515)
H (-7.12089, -0.69889, -1.80427)
H (4.51538, -5.20063, -0.10342)
H (-1.12426, 1.10202, 1.06410)
H (2.61544, 1.61139, -1.56961)
C (-3.58452, -0.01859, 0.05095)
H (4.57958, 3.84899, -0.86683)
H (-0.79056, -0.84319, -1.28292)
H (5.12222, -3.85485, -1.06860)
C (2.32528, -1.14745, 0.37588)
H (0.79085, -0.13708, 2.00332)
H (-5.38830, -0.43645, -1.99766)
H (-5.99047, -2.01748, -1.49158)
C (0.18355, -0.59727, 1.21709)
H (-4.68813, -0.64912, 1.72960)
H (2.37639, -2.37195, -1.37195)
C (-4.68158, -0.85910, 0.65703)
H (1.44093, 3.69964, -0.97830)
H (2.42236, 3.86481, 0.49156)
C (-6.14192, -0.94380, -1.40000)
H (-4.44118, -1.91211, 0.51065)
C (-0.50000, 0.49977, 0.38947)
O (0.66281, 2.48586, 1.69756)
O (1.00890, -1.40612, 0.38964)
O (0.46697, 1.34398, -0.22166)
C (3.46671, -3.34497, 0.22229)
H (3.92471, -1.58963, -0.95099)
H (3.60193, -4.63769, -1.50374)
H (4.87165, 2.55447, -2.02752)
H (-0.57533, -1.25314, 1.64796)
C (4.22372, -4.31983, -0.66989)
C (-1.36044, -0.09577, -0.72904)
H (-6.82696, -0.99751, 0.63965)
O (-2.49017, -0.76524, -0.19220)
H (3.56892, 1.70155, -0.08761)
H (4.09917, -3.04470, 1.05983)
O (-3.65093, 1.15605, -0.18701)
C (-6.04437, -0.50893, 0.05672)
C (3.04166, -2.09227, -0.55544)
H (3.62686, 3.76304, -2.34915)
C (0.98965, 2.31480, 0.55532)
H (2.57733, -3.83192, 0.62721)
C (3.07718, 2.29773, -0.85758)
C (4.10180, 3.17069, -1.56977)



[4]
An isolated molecule of C15H26O6, computed with ωB97M-V/def2-TZVPD.

ΔE to the lowest compared entry with this formula, charge and spin	0.0	kJ/mol
LUMO energy	0.029	hartree
SMILES	CCCC(=O)OCC(COC(=O)CCC)OC(=O)CCC
frontier orbital gap	11.08	eV
E_tot	-1038.65794	Ha
molar mass	302.4	g/mol

Atoms and positions in Å:
H (1.94567, -1.97263, 2.79328)
O (0.73283, -1.09631, -0.19182)
H (-1.94361, 0.84495, 3.17436)
C (-1.62208, -2.39178, -3.49618)
O (0.24133, 1.85285, -0.46907)
H (-1.23356, -2.19032, -4.49188)
H (2.95748, 3.44149, -0.42775)
H (1.83888, 0.52783, 2.52027)
H (-1.95927, -0.99933, 4.84337)
O (-0.07655, -1.96745, 2.39042)
H (-4.40715, -0.94207, 2.88242)
C (1.59288, -0.93646, 0.93298)
H (0.84627, 4.25208, -1.66942)
C (2.36324, 2.83518, -1.11371)
O (2.09455, 1.42405, 0.72474)
H (1.88053, 2.29796, -3.77755)
H (0.33542, 2.19418, -2.93063)
C (1.40691, 0.47178, 1.52024)
H (-2.25614, -2.17287, 3.53103)
H (2.37267, 4.43012, -2.54275)
O (2.36206, -0.50614, -1.61896)
H (0.34016, 0.71962, 1.54800)
H (-2.21107, -0.32120, 1.87149)
C (1.65691, 3.70353, -2.15254)
H (-0.62077, -0.17080, -2.21197)
H (1.36189, -3.01704, 1.45140)
C (1.26545, -2.04422, 1.93813)
C (-0.31994, -1.28632, 3.52071)
C (0.13596, -0.92163, -2.45058)
H (-4.33602, 0.78411, 2.52511)
C (1.09258, 2.87770, -3.30188)
H (3.04290, 2.13223, -1.60353)
H (-2.06833, -3.38325, -3.49609)
C (-3.91814, -0.00633, 3.14327)
H (0.25388, -3.05950, -2.68368)
C (-2.41474, -0.10746, 2.92242)
H (0.63928, 3.52605, -4.04804)
H (-0.91087, -2.52216, -1.46801)
H (-2.40010, -1.66399, -3.27817)
C (1.42052, 2.00146, -0.28652)
C (1.21669, -0.80904, -1.40822)
H (0.57231, -0.69168, -3.42330)
H (-4.13838, 0.21841, 4.18430)
C (-1.79932, -1.21707, 3.78742)
H (2.63504, -1.04151, 0.59999)
C (-0.50894, -2.31035, -2.45973)
O (0.54068, -0.78664, 4.19665)